Formula: C9H14
Source: the OMol25 dataset
Level of theory: the ωB97M-V functional and the def2-TZVPD basis

The geometry in XYZ format:
```
23
C9H14 (the ωB97M-V functional and the def2-TZVPD basis)
C 2.021 1.540 1.059
C 1.563 0.578 0.151
C 0.253 0.516 -0.346
C -0.223 -0.450 -1.184
C 0.710 -1.358 -1.530
C 1.964 -1.570 -0.985
C 2.341 -0.518 -0.164
H 1.320 2.311 1.323
H 2.903 2.065 0.626
H 2.486 1.263 2.080
H -0.445 1.306 -0.170
H -1.358 -0.590 -1.410
H 0.584 -2.151 -2.365
H 2.609 -2.469 -1.165
H 3.243 -0.485 0.098
C -3.642 1.119 0.850
C -3.381 -0.384 1.242
H -2.993 1.944 1.165
H -3.776 1.104 -0.216
H -4.590 1.348 1.451
H -2.478 -0.415 1.935
H -4.024 -0.971 1.691
H -3.117 -1.101 0.409
```

Computed properties:
SMILES string: Cc1ccccc1.CC
Energy above the lowest of the compared OMol25 structures with the same formula, charge and spin, kcal/mol: 67.2
HOMO energy, eV: -8.7
Total charge: 0
Maximum force, eV/Å: 7.927

Here are the natural (NBO) charges for atoms 1 to 6, given in e: -0.630, -0.066, -0.178, -0.237, -0.203, -0.211

Formula: C9H14
Source: the OMol25 dataset
Level of theory: the ωB97M-V functional and the def2-TZVPD basis

The geometry in XYZ format:
```
23
C9H14 (the ωB97M-V functional and the def2-TZVPD basis)
C -0.497 -3.157 -1.677
C -0.913 -1.978 -0.774
C -2.259 -1.773 -0.534
C -2.610 -0.487 -0.012
C -1.617 0.468 0.256
C -0.362 -0.028 0.404
C 0.106 -1.163 -0.205
H 0.495 -3.375 -1.696
H -0.669 -2.893 -2.760
H -1.186 -3.985 -1.400
H -3.014 -2.417 -1.016
H -3.759 -0.370 0.064
H -1.774 1.437 0.626
H 0.307 0.689 0.841
H 1.163 -1.294 -0.347
C 3.507 2.766 0.945
C 2.865 4.043 1.340
H 4.566 2.994 0.651
H 3.544 1.960 1.751
H 3.213 2.068 0.182
H 1.765 3.826 1.633
H 2.774 4.846 0.623
H 3.257 4.375 2.397
```

Computed properties:
SMILES string: Cc1ccccc1.CC
Energy above the lowest of the compared OMol25 structures with the same formula, charge and spin, kcal/mol: 43.9
HOMO energy, eV: -9.0
Total charge: 0
Maximum force, eV/Å: 4.553

Here are the natural (NBO) charges for atoms 1 to 6, given in e: -0.626, 0.016, -0.255, -0.174, -0.246, -0.180

Formula: C9H14
Source: the OMol25 dataset
Level of theory: the ωB97M-V functional and the def2-TZVPD basis

The geometry in XYZ format:
```
23
C9H14 (the ωB97M-V functional and the def2-TZVPD basis)
C -1.944 -0.766 0.576
C -2.381 -2.088 -0.083
H -1.522 -0.832 1.581
H -1.168 -0.267 -0.007
H -2.791 -0.082 0.606
H -2.230 -2.938 0.572
H -1.949 -2.135 -1.083
H -3.450 -2.088 -0.307
C 1.711 -0.784 -1.626
C 1.348 0.220 -0.546
C 0.737 1.418 -1.006
C 1.629 -0.017 0.772
C 0.485 2.451 -0.074
C 1.239 0.998 1.660
C 0.656 2.266 1.258
H 1.834 -1.806 -1.272
H 2.578 -0.547 -2.238
H 0.406 1.552 -2.021
H 2.097 -0.919 1.131
H 0.099 3.389 -0.454
H 1.406 0.849 2.723
H 0.414 2.927 2.074
H 0.797 -0.801 -2.235
```

Computed properties:
Spin multiplicity: 2
Energy above the lowest of the compared OMol25 structures with the same formula, charge and spin, kcal/mol: 13.6
HOMO energy (spin up / spin down), eV: -14.6 / -14.6
Total charge: +1
Maximum force, eV/Å: 3.152

Here are the natural (NBO) charges for atoms 1 to 6, given in e: -0.603, -0.624, 0.205, 0.163, 0.221, 0.224

Formula: C9H14
Source: the OMol25 dataset
Level of theory: the ωB97M-V functional and the def2-TZVPD basis

The geometry in XYZ format:
```
23
C9H14 (the ωB97M-V functional and the def2-TZVPD basis)
C -1.032 0.781 -2.550
C -1.868 1.815 -1.769
H -0.301 1.309 -3.145
H -0.507 0.248 -1.752
H -1.671 0.124 -3.130
H -2.414 1.303 -0.974
H -2.684 2.269 -2.330
H -1.230 2.625 -1.419
C 1.213 1.308 1.864
C -0.420 -0.458 1.168
C 0.917 -0.013 1.285
C -0.703 -1.714 0.649
C 1.981 -0.923 1.073
C 0.329 -2.599 0.422
C 1.690 -2.171 0.634
H -1.275 0.154 1.402
H -1.737 -1.966 0.471
H 1.473 1.168 2.929
H 0.374 1.998 1.939
H 3.006 -0.624 1.248
H 0.329 -3.667 0.245
H 2.494 -2.828 0.326
H 2.036 1.860 1.416
```

Computed properties:
Spin multiplicity: 2
Energy above the lowest of the compared OMol25 structures with the same formula, charge and spin, kcal/mol: 10.6
HOMO energy (spin up / spin down), eV: -14.6 / -14.6
Total charge: +1
Maximum force, eV/Å: 2.161

Here are the natural (NBO) charges for atoms 1 to 6, given in e: -0.599, -0.608, 0.216, 0.168, 0.218, 0.184

Formula: C9H14BN5O2Os
Source: the OMol25 dataset
Level of theory: the ωB97M-V functional and the def2-TZVPD basis

The geometry in XYZ format:
```
32
C9H14BN5O2Os (the ωB97M-V functional and the def2-TZVPD basis)
Os 0.282 -0.003 0.954
N 0.824 -1.642 2.147
C 0.326 -2.924 1.532
C -1.188 -3.041 1.550
C -1.945 -2.013 0.731
O -2.882 -2.190 0.045
O -1.468 -0.678 0.915
H 1.833 -1.706 2.296
H 0.424 -1.540 3.081
H 0.765 -3.745 2.101
H 0.722 -2.987 0.513
H -1.569 -3.002 2.576
H -1.458 -4.021 1.156
B 1.819 3.085 1.232
N 0.262 2.936 1.072
C -0.596 3.921 1.130
C -1.926 3.421 1.081
C -1.799 2.079 0.997
N -0.431 1.746 0.943
N 2.511 1.902 0.474
C 3.728 1.925 -0.015
C 4.130 0.609 -0.376
C 3.074 -0.172 -0.047
N 2.050 0.607 0.488
H 2.142 4.095 0.690
H 2.091 3.007 2.395
H -0.251 4.941 1.197
H -2.829 4.005 1.086
H -2.532 1.297 0.913
H 4.282 2.849 -0.066
H 5.068 0.320 -0.816
H 2.923 -1.231 -0.198
```

Computed properties:
HOMO energy (spin up / spin down), eV: -16.7 / -16.7
Total charge: +2
Maximum force, eV/Å: 0.533

Here are the natural (NBO) charges for atoms 1 to 6, given in e: 1.399, -0.764, -0.242, -0.559, 0.777, -0.406